The following is a quantum chemistry calculation of a cluster of 2 separate species, C19H36ClINO5S in total at a distorted geometry, from the Open Molecules 2025 dataset.

Structure (XYZ):
```
64
Properties=species:S:1:pos:R:3:forces:R:3:mulliken_charge:R:1
C -0.370030 -2.850588 4.822507 -0.50 0.21 -0.50 -0.927
C -0.867599 -1.966486 3.942879 -0.09 -0.50 0.63 -0.797
C -1.084054 -2.303784 2.481648 0.31 0.05 -0.52 0.010
C 0.306459 -2.774487 1.890729 -0.99 -0.04 -0.97 0.066
C 0.098548 -4.148225 1.221082 0.51 0.33 -0.10 -1.323
C -0.533847 -4.098482 -0.167430 0.58 -0.34 -0.17 -0.184
C -1.224277 -5.392200 -0.589069 -0.61 0.22 0.41 -0.766
C -2.388363 -5.824013 0.320076 0.46 -0.14 -0.44 -1.095
C 0.705406 -1.614131 0.962231 0.11 -0.18 -0.23 -1.444
I 2.810916 -1.325927 0.916642 -0.20 0.11 0.01 0.223
N -0.120240 -0.438870 1.470962 1.65 0.25 -0.50 0.419
C -0.008092 0.815492 0.664919 -0.37 0.79 0.21 -0.287
C 1.069204 1.803037 1.158575 -0.14 0.10 -0.57 -1.088
C 2.134591 2.139022 0.105511 0.12 0.26 0.29 -0.432
Cl 3.758394 2.210349 0.846801 0.01 -0.06 -0.19 -0.172
C -1.454598 -1.087004 1.612889 -0.54 0.26 1.35 -0.296
C -2.559977 -0.259358 2.265206 0.19 0.22 -0.31 -1.176
C -3.395918 0.606807 1.307281 0.18 -0.37 0.87 -0.908
C -4.742333 0.040223 0.924491 -1.44 1.13 -1.76 0.400
O -5.411937 0.584654 0.056552 1.10 -1.11 1.36 -0.544
O -5.149165 -1.096197 1.543631 0.99 0.18 -0.28 -0.434
H 0.299121 -2.551916 5.614600 -0.83 0.20 0.79 0.289
H -0.610964 -3.904865 4.741226 0.88 -0.23 -0.54 0.293
H -1.096055 -0.977245 4.327908 0.87 0.43 -0.41 0.305
H -1.850871 -3.041872 2.256518 0.00 -0.34 0.40 0.941
H 1.115130 -2.836093 2.603235 -0.34 -0.16 0.66 1.170
H -0.505298 -4.725911 1.912441 -0.06 -0.11 0.10 0.426
H 1.051212 -4.670013 1.157864 0.13 -0.07 -0.08 0.508
H 0.286029 -3.948644 -0.873045 0.01 0.23 -0.16 0.220
H -1.192215 -3.240623 -0.306147 -0.34 -0.03 0.17 0.132
H -0.503632 -6.199852 -0.673112 0.23 -0.02 0.02 0.406
H -1.647449 -5.222326 -1.575533 0.15 -0.16 -0.26 0.386
H -2.516957 -6.896975 0.221448 -0.28 -0.12 -0.03 0.339
H -2.210762 -5.642508 1.375935 -0.04 0.15 0.11 0.304
H -3.297483 -5.329934 -0.006172 -0.24 0.05 0.22 0.285
H 0.411260 -1.714291 -0.075948 -0.09 -0.19 -0.07 0.601
H 0.310572 -0.217703 2.374115 -0.54 -0.04 0.30 0.637
H -0.955307 1.330924 0.771197 -0.21 -0.17 0.03 0.044
H 0.095940 0.593672 -0.392097 0.12 -0.40 -0.07 0.435
H 0.560146 2.739159 1.365091 -0.09 0.06 0.29 0.473
H 1.526062 1.490327 2.093604 0.11 -0.19 0.04 0.448
H 1.974184 3.132394 -0.293847 -0.11 0.12 -0.11 0.309
H 2.123790 1.456533 -0.737040 0.29 -0.28 0.06 0.294
H -1.748883 -1.326308 0.594486 0.03 -0.41 -0.06 0.263
H -2.139677 0.329059 3.076664 0.03 0.25 -0.01 0.455
H -3.219128 -0.972638 2.750814 -0.07 -0.10 0.06 0.641
H -3.549478 1.579673 1.763869 -0.27 0.18 -0.07 0.488
H -2.888733 0.794804 0.367414 -0.02 0.02 -0.21 0.319
H -5.699914 -1.553238 0.896843 -0.64 0.03 0.15 0.347
O 2.631790 7.248336 -3.905095 0.04 0.05 0.26 -0.634
S 2.060526 5.945656 -4.028314 -0.02 -0.23 -0.44 1.169
O 1.639459 5.224478 -2.862413 -0.03 0.09 0.16 -0.562
O 3.049044 5.026819 -4.869113 -0.13 0.04 -0.08 -0.266
C 4.428264 4.959141 -4.448236 0.54 -0.08 0.21 -0.381
C 4.600956 4.077032 -3.230699 -0.20 0.00 0.21 -0.947
C 0.741978 5.979427 -5.192042 -0.03 -0.02 -0.05 -0.950
H 4.816962 5.961977 -4.267429 -0.19 0.07 -0.02 0.341
H 4.973163 4.549664 -5.296014 -0.21 -0.01 -0.12 0.275
H 4.132454 4.528531 -2.356602 0.04 0.00 0.02 0.276
H 5.657550 3.927335 -3.009721 0.02 0.02 -0.09 0.422
H 4.131165 3.105827 -3.390785 0.07 -0.03 -0.06 0.239
H 1.083222 6.483315 -6.091587 0.02 0.01 0.01 0.331
H -0.077256 6.530037 -4.735406 0.04 0.02 0.05 0.371
H 0.436995 4.959003 -5.406986 0.01 -0.01 0.02 0.314
```
Forces are in eV/Å.

Results
Total energy: -63465.011 eV
F_max: 2.54 eV Å⁻¹
Charge: +1
LUMO energy: -2.74 eV
Kohn-Sham gap: 9.85 eV

The following is a quantum chemistry calculation of a structure of composition C28H61N8O8P3RbS3, from the Open Molecules 2025 dataset.

Structure (XYZ):
```
112
Properties=species:S:1:pos:R:3:forces:R:3:lowdin_spin:R:1
Rb 0.419124 -0.004831 0.191963 0.89 -0.24 0.10 0.011
C -6.320298 -0.976075 0.226332 0.05 -0.01 0.01 0.000
N -5.207968 -0.616957 1.079797 0.10 -0.05 0.03 0.000
C -5.525377 0.392242 2.080152 0.02 0.00 -0.06 0.000
P -3.669066 -0.537529 0.433201 -0.39 0.07 -0.53 0.000
O -2.660268 -0.260983 1.446102 0.25 0.12 0.38 0.000
O -3.866838 0.668490 -0.651456 -0.14 0.02 0.11 0.000
P -2.614288 1.305495 -1.490730 0.07 0.29 0.11 0.000
O -1.535064 0.310561 -1.525467 -0.06 -0.41 -0.60 0.000
N -3.340488 1.598768 -2.944108 0.02 -0.15 0.04 0.000
C -2.521632 1.639713 -4.142751 0.07 0.03 0.04 0.000
C -4.683623 2.111039 -3.074815 -0.01 0.10 0.02 0.000
N -2.169040 2.708849 -0.821831 -0.40 -0.03 -0.03 0.000
C -2.514125 4.025900 -1.337065 0.09 -0.06 -0.13 0.001
C -1.492053 2.737812 0.478908 0.06 0.01 0.01 0.001
N -3.426614 -1.887745 -0.470310 -0.01 -0.03 0.07 0.000
C -3.709851 -1.963938 -1.889910 -0.04 0.07 -0.07 0.000
C -2.368644 -2.809492 -0.038538 0.06 -0.01 -0.02 0.000
H -7.158910 -1.305469 0.845966 0.00 0.00 -0.01 0.000
H -6.033963 -1.801990 -0.424800 -0.03 0.03 0.02 0.000
H -6.662801 -0.133967 -0.393940 0.01 -0.02 0.00 0.000
H -6.291289 0.006143 2.758671 0.01 -0.01 -0.01 0.000
H -5.900842 1.321652 1.627229 0.02 -0.03 0.00 0.000
H -4.626606 0.616877 2.650558 -0.03 0.01 0.02 0.000
H -1.561117 1.168520 -3.936664 -0.02 0.02 -0.04 0.000
H -2.331878 2.667817 -4.472973 -0.02 -0.01 0.01 0.000
H -3.021376 1.095315 -4.951996 0.01 -0.01 0.03 0.000
H -5.199449 2.069067 -2.116608 0.01 -0.01 -0.03 0.000
H -5.249805 1.513545 -3.798772 0.01 0.00 0.00 0.000
H -4.684805 3.153529 -3.418612 -0.01 -0.02 -0.01 0.000
H -2.786149 3.957586 -2.391139 -0.05 0.03 0.08 0.000
H -1.600583 4.629184 -1.267431 -0.01 0.07 0.05 0.001
H -3.343494 4.482766 -0.780259 0.04 -0.02 0.04 0.000
H -1.093377 1.764119 0.769193 -0.45 0.43 -0.06 0.000
H -2.204239 3.034476 1.257758 0.10 0.07 0.04 0.000
H -0.660601 3.438860 0.389543 -0.01 -0.01 0.10 0.000
H -4.478069 -1.244386 -2.176663 0.04 -0.03 0.01 0.000
H -4.068121 -2.969111 -2.137070 0.01 0.01 0.00 0.000
H -2.809155 -1.749113 -2.476270 -0.03 -0.02 0.02 0.000
H -2.103638 -2.649044 1.002672 -0.01 -0.02 0.01 0.000
H -1.462602 -2.665595 -0.637928 -0.03 0.01 0.01 0.000
H -2.713995 -3.840738 -0.160514 0.00 0.02 0.02 0.000
C 3.620748 6.806546 -0.042598 0.09 -0.07 -0.07 0.001
C 2.703679 5.655162 0.312496 -0.05 -0.09 -0.07 0.002
O 3.258666 4.461108 -0.242195 0.02 0.30 0.07 0.058
P 2.358660 3.094773 -0.111718 0.14 -0.20 -0.30 0.356
S 3.439360 1.721330 -1.119614 -0.15 -0.02 -0.07 0.189
S 2.047829 2.704009 1.832616 -0.09 0.06 0.22 0.186
O 0.518426 4.452355 -1.390590 -0.17 0.11 0.02 0.160
C 0.523034 4.093606 -2.703056 0.00 -0.22 -0.07 0.007
C 0.951445 5.235352 -3.640927 0.00 0.11 0.07 0.003
H 3.245116 7.742072 0.379768 -0.03 0.00 0.01 0.000
H 3.682585 6.915646 -1.128093 0.01 0.00 0.04 0.000
H 4.628263 6.630883 0.343867 -0.02 0.01 -0.02 0.000
H 1.706789 5.797407 -0.113122 0.00 0.01 0.01 0.001
H 2.617397 5.539022 1.396537 0.02 0.00 0.04 0.000
H -0.488498 3.745831 -3.064558 0.15 0.06 0.03 0.001
H 1.197521 3.233910 -2.904242 -0.03 0.01 -0.01 0.000
H 0.283855 6.094217 -3.502594 0.03 -0.02 -0.01 0.000
H 0.933603 4.943337 -4.699895 -0.01 -0.05 0.03 0.001
H 1.965638 5.555160 -3.383909 -0.02 -0.02 0.00 0.000
O 0.128234 -4.105240 1.852821 0.11 0.00 -0.07 0.000
N 1.048566 -4.712367 1.181589 -0.21 -0.11 -0.20 0.000
C 0.725968 -5.226234 -0.036747 -0.08 0.16 0.16 0.000
C 1.618321 -5.888156 -0.837841 0.06 -0.01 -0.04 0.000
C 2.931887 -6.037078 -0.385209 -0.02 0.04 0.06 0.000
C 3.258387 -5.524414 0.848060 -0.14 0.01 -0.10 0.000
C 2.330029 -4.852926 1.675823 0.22 -0.08 0.01 0.000
S 2.755375 -4.234125 3.198217 0.07 0.07 0.20 0.000
H -0.302809 -5.029410 -0.297531 0.01 -0.03 -0.06 0.000
H 1.287301 -6.261498 -1.798489 0.02 0.01 0.01 0.000
H 3.682441 -6.537958 -0.985610 -0.03 0.00 -0.01 0.000
H 4.259534 -5.607954 1.244612 0.03 -0.01 0.00 0.000
O 0.087781 -0.124288 2.804742 0.00 -0.08 0.45 0.000
C 0.845144 -0.083102 3.767392 -0.17 -0.07 -0.02 0.001
C 0.811867 1.093184 4.724355 0.19 0.01 -0.12 0.003
C 0.399160 0.716399 6.149157 -0.06 -0.02 0.02 0.000
C 1.526921 0.134985 6.999084 0.02 0.03 0.03 0.000
C 2.090608 -1.193833 6.505686 0.02 -0.04 0.02 0.000
C 2.679008 -1.131923 5.097514 0.00 0.05 0.03 0.000
N 1.686984 -1.099502 4.046465 0.03 0.02 -0.04 0.000
H 0.117124 1.801814 4.280122 -0.03 -0.01 0.01 0.000
H 1.792455 1.582020 4.725030 -0.01 -0.02 0.01 0.004
H -0.441499 0.014165 6.110533 0.03 -0.01 0.00 0.000
H 0.022438 1.613658 6.649089 0.02 0.02 -0.01 0.000
H 1.176871 0.019683 8.030903 -0.01 -0.03 -0.01 0.000
H 2.343595 0.867567 7.034158 -0.02 -0.01 -0.01 0.000
H 1.316253 -1.967131 6.518111 0.00 0.02 -0.01 0.000
H 2.876789 -1.519679 7.195813 0.00 0.01 -0.01 0.000
H 3.278475 -2.022378 4.911316 -0.02 -0.02 -0.01 0.000
H 3.357642 -0.273989 5.016098 -0.03 0.02 -0.01 0.000
H 1.642722 -1.921621 3.447705 -0.05 -0.03 -0.04 0.000
C 0.599211 -2.917488 -3.810058 0.07 -0.01 0.03 0.000
N 1.952927 -2.877507 -3.295459 -0.20 0.01 0.08 0.000
C 2.837168 -3.885142 -3.839653 0.02 -0.02 -0.01 0.000
C 2.091082 -2.456342 -1.973757 0.13 -0.01 -0.04 0.000
O 1.114880 -2.279555 -1.256014 -0.08 -0.15 -0.11 0.000
N 3.373789 -2.267559 -1.548556 0.07 0.06 0.03 0.000
C 3.578899 -2.013304 -0.127697 0.04 -0.04 0.00 0.001
C 4.374584 -1.643504 -2.401582 0.07 -0.01 -0.07 0.002
H 0.622198 -2.765176 -4.892530 -0.01 -0.01 0.01 0.000
H 0.013532 -2.130118 -3.342555 0.00 0.02 -0.03 0.000
H 0.108490 -3.879325 -3.603098 0.02 0.02 0.02 0.000
H 2.320187 -4.850673 -3.904217 -0.02 -0.01 -0.01 0.000
H 3.702997 -4.016103 -3.195316 -0.03 0.01 -0.02 0.000
H 3.175797 -3.611335 -4.844255 0.01 -0.01 0.00 0.000
H 2.837018 -2.553416 0.452246 -0.01 0.05 0.05 0.000
H 3.539044 -0.942544 0.093609 -0.02 0.01 0.00 0.003
H 4.566919 -2.392158 0.144131 -0.03 0.02 0.03 0.000
H 4.113707 -1.747207 -3.451743 -0.01 0.03 0.04 0.000
H 5.353186 -2.106008 -2.233751 -0.06 -0.03 0.01 0.000
H 4.449674 -0.577295 -2.170314 -0.01 -0.01 0.03 0.004
```
Forces are in eV/Å.

Results
2S+1: 2
Total energy: -119361.649 eV
ΔE to the lowest compared entry with this formula, charge and spin: 0.000 eV
F_max: 0.93 eV Å⁻¹
Charge: -2
LUMO energy (spin up / spin down): 3.45 / 3.45 eV
Kohn-Sham gap (spin up / spin down): 3.61 / 5.15 eV

The following is a quantum chemistry calculation of an isolated molecule of C3H6N2S2 at a distorted geometry, from the Open Molecules 2025 dataset.

Structure (XYZ):
```
13
Properties=species:S:1:pos:R:3:forces:R:3:mulliken_charge:R:1
C -0.481234 1.836436 -0.099996 2.34 1.01 0.15 0.075
N -1.651727 1.329622 -0.104605 1.77 -0.35 -0.44 -0.375
S -2.166394 -0.275242 -0.113279 1.35 -0.83 0.26 0.019
C -0.636128 -1.378766 -0.344580 -0.37 -1.76 -2.40 -0.615
C 0.591157 -1.173832 0.519717 0.58 -2.26 -0.45 -0.567
S 1.623308 -0.104141 -0.402775 1.54 1.64 0.16 -0.075
N 0.968828 1.396048 0.095316 -4.42 -1.30 -0.83 -0.242
H -0.355546 2.954160 -0.217733 -0.81 -1.11 0.39 0.264
H -0.821339 -2.557874 -0.420503 -0.70 2.64 0.52 0.292
H -0.226064 -1.168240 -1.430815 -1.18 -0.31 1.94 0.343
H 0.548561 -0.850413 1.517919 -0.80 0.87 1.27 0.338
H 1.090581 -2.190941 0.678128 -0.27 1.26 -0.71 0.293
H 1.515991 2.183182 0.323203 0.98 0.48 0.13 0.249
```
Forces are in eV/Å.

Results
Total energy: -27856.375 eV
ΔE to the lowest compared entry with this formula, charge and spin: 2.722 eV
F_max: 4.68 eV Å⁻¹
LUMO energy: 0.71 eV
Kohn-Sham gap: 9.01 eV
SMILES: C1=NSCCSN1